# 1
ORCA calculation (the ωB97M-V functional and the def2-TZVPD basis) on an isolated ion of composition C4H8NS2 and charge +1 at a distorted geometry.

Values from the calculation:
SMILES   SC1(S)CC=C[NH2+]1
Gap between HOMO and LUMO   10.69 eV
Energy   -1008.0209 a.u.
Net charge   +1
HOMO   -0.5194 Eh
Molecular weight   134.25 g/mol

Last column: Mulliken charge in e.
Element x y z (Å)
C: -0.009 -0.432 -1.608  -0.316
C: -0.875 0.531 -1.392  -0.493
C: 0.823 -0.854 -0.463  -1.024
C: 0.314 -0.058 0.756  0.453
N: -0.887 0.920 0.032  -0.375
S: -0.558 -0.987 1.921  -0.210
S: 1.483 1.184 1.409  -0.082
H: 0.005 -0.829 -2.558  0.491
H: -1.516 1.027 -2.081  0.533
H: 0.593 -1.933 -0.308  0.357
H: 1.918 -0.813 -0.516  0.425
H: -0.611 2.009 -0.050  0.445
H: -1.868 0.759 0.523  0.403
H: -0.183 -0.666 3.188  0.214
H: 0.457 1.697 2.078  0.178

# 2
ORCA calculation (the ωB97M-V functional and the def2-TZVPD basis) on one molecule with the formula C4H8O.

Values from the calculation:
Gap between HOMO and LUMO   8.99 eV
Energy   -232.2837 a.u.
HOMO   -0.3115 Eh
Molecular weight   72.11 g/mol

Last column: Mulliken charge in e.
Element x y z (Å)
C: -1.509 -0.431 0.002  -1.366
C: -0.045 -0.466 -0.389  0.275
C: 0.665 0.898 -0.475  -0.375
C: 1.380 0.752 0.857  -0.469
O: 0.739 -1.137 0.646  -0.513
H: -1.863 -1.445 0.216  0.341
H: -1.645 0.182 0.901  0.343
H: -2.123 -0.006 -0.799  0.358
H: 0.096 -1.061 -1.295  0.341
H: 1.300 0.970 -1.367  0.272
H: -0.034 1.743 -0.469  0.255
H: 0.581 -0.581 1.461  0.405
H: 2.458 0.583 0.711  0.134

# 3
ORCA calculation (the ωB97M-V functional and the def2-TZVPD basis) on one molecule with the formula C4H8O.

Values from the calculation:
SMILES   CC1(O)CC1
Gap between HOMO and LUMO   10.94 eV
Energy   -232.4078 a.u.
HOMO   -0.3645 Eh
Molecular weight   72.11 g/mol

Last column: Mulliken charge in e.
Element x y z (Å)
C: -0.723 1.160 -0.519  -1.235
C: 0.333 0.140 -0.121  0.938
O: 1.650 0.602 -0.235  -0.556
C: 0.121 -1.315 -0.403  -0.614
C: -0.064 -0.775 0.997  -0.839
H: -1.741 0.820 -0.290  0.332
H: -0.675 1.377 -1.588  0.284
H: -0.569 2.094 0.037  0.324
H: 1.853 1.079 0.581  0.356
H: -0.738 -1.660 -0.971  0.226
H: 1.028 -1.890 -0.578  0.272
H: -1.076 -0.530 1.300  0.222
H: 0.603 -1.102 1.791  0.290

# 4
ORCA calculation (the ωB97M-V functional and the def2-TZVPD basis) on one molecule with the formula C4H8O.

Values from the calculation:
Gap between HOMO and LUMO   8.33 eV
Energy   -232.2517 a.u.
HOMO   -0.2804 Eh
Molecular weight   72.11 g/mol

Last column: Mulliken charge in e.
Element x y z (Å)
C: 1.666 0.229 -0.764  -1.157
C: 0.196 0.531 -0.464  -0.352
C: -0.398 -0.400 0.566  -0.338
C: -2.283 -0.538 0.484  -0.287
O: -1.798 0.512 1.074  -0.265
H: 1.813 -0.770 -1.190  0.334
H: 2.291 0.312 0.133  0.324
H: 2.046 0.956 -1.490  0.331
H: 0.102 1.547 -0.073  0.288
H: -0.407 0.475 -1.374  0.305
H: -0.338 -1.464 0.291  0.348
H: 0.037 -0.293 1.562  0.339
H: -2.925 -1.096 1.245  0.130

# 5
ORCA calculation (the ωB97M-V functional and the def2-TZVPD basis) on one molecule with the formula C4H8O.

Values from the calculation:
Gap between HOMO and LUMO (alpha / beta)   8.15 / 7.95 eV
Energy   -232.3200 a.u.
HOMO (alpha / beta)   -0.2656 / -0.2582 Eh
Molecular weight   72.11 g/mol

Last column: Mulliken charge in e.
Element x y z (Å)
C: -1.072 -0.616 -1.510  -0.535
O: -0.087 -1.321 -1.015  -0.291
C: 0.504 -1.188 0.132  -0.103
C: 0.557 1.292 0.430  -1.004
C: 0.135 -0.066 1.027  -0.546
H: -1.567 0.129 -0.903  0.269
H: -1.436 -0.967 -2.462  0.269
H: 0.331 1.335 -0.642  0.333
H: 1.322 -1.880 0.279  0.422
H: 1.634 1.441 0.548  0.338
H: 0.037 2.125 0.913  0.286
H: 0.598 -0.212 2.007  0.291
H: -0.957 -0.073 1.195  0.270

# 6
ORCA calculation (the ωB97M-V functional and the def2-TZVPD basis) on a 2-piece molecular cluster, C4H8O overall.

Values from the calculation:
SMILES   O=CC1CC1.[H][H]
Gap between HOMO and LUMO   10.97 eV
Energy   -232.3694 a.u.
HOMO   -0.3667 Eh
Molecular weight   72.11 g/mol

Last column: Mulliken charge in e.
Element x y z (Å)
O: 1.959 -0.406 -0.291  -0.470
C: 1.427 0.327 0.511  -0.156
C: 0.029 0.188 1.010  0.032
C: -1.108 0.725 0.162  -0.564
C: -0.936 -0.749 0.350  -0.472
H: 1.055 -0.741 -2.248  -0.259
H: 1.983 1.196 0.920  0.344
H: -0.067 0.363 2.079  0.369
H: 0.635 -0.684 -2.860  0.241
H: -1.909 1.233 0.693  0.248
H: -0.869 1.145 -0.811  0.262
H: -1.639 -1.280 0.984  0.248
H: -0.562 -1.316 -0.499  0.179

# 7
ORCA calculation (the ωB97M-V functional and the def2-TZVPD basis) on one molecule with the formula C4H8O at a distorted geometry.

Values from the calculation:
SMILES   COC1CC1
Gap between HOMO and LUMO   10.90 eV
Energy   -232.3823 a.u.
HOMO   -0.3563 Eh
Molecular weight   72.11 g/mol

Last column: Mulliken charge in e.
Element x y z (Å)
C: 1.916 0.080 -0.078  -0.627
C: -0.303 -0.305 0.445  0.055
C: -1.112 0.713 -0.211  -0.536
C: -1.586 -0.701 -0.179  -0.615
H: 1.739 1.049 -0.614  0.247
H: 2.059 0.238 1.039  0.278
H: 2.830 -0.460 -0.425  0.223
H: -0.172 -0.276 1.558  0.354
H: -1.559 1.464 0.438  0.210
H: -0.697 1.048 -1.138  0.281
H: -2.448 -0.800 0.492  0.234
H: -1.509 -1.255 -1.091  0.255
O: 0.842 -0.797 -0.235  -0.358

# 8
ORCA calculation (the ωB97M-V functional and the def2-TZVPD basis) on one molecule with the formula C4H8O at a distorted geometry.

Values from the calculation:
SMILES   C[C@@H]1C[C@@H]1O
Gap between HOMO and LUMO   10.34 eV
Energy   -232.3580 a.u.
HOMO   -0.3489 Eh
Molecular weight   72.11 g/mol

Last column: Mulliken charge in e.
Element x y z (Å)
C: -1.784 0.144 0.194  -1.020
C: -0.468 -0.639 0.371  -0.164
C: 0.677 0.060 1.143  -0.766
C: 0.855 -0.385 -0.280  0.176
H: -2.645 -0.189 0.890  0.324
H: -1.624 1.355 0.385  0.185
H: -2.038 -0.061 -0.878  0.255
H: -0.649 -1.655 0.719  0.364
H: 0.553 1.102 1.182  0.284
H: 1.345 -0.354 1.910  0.258
H: 1.645 -1.122 -0.636  0.327
H: 1.802 0.837 -1.568  0.322
O: 0.741 0.626 -1.321  -0.544

# 9
ORCA calculation (the ωB97M-V functional and the def2-TZVPD basis) on one molecule with the formula C4H8O at a distorted geometry.

Values from the calculation:
SMILES   C/C=C/OC
Gap between HOMO and LUMO   9.59 eV
Energy   -232.3808 a.u.
HOMO   -0.3115 Eh
Molecular weight   72.11 g/mol

Last column: Mulliken charge in e.
Element x y z (Å)
C: -0.798 -0.638 2.002  -0.629
C: -0.355 -0.748 -0.330  -0.007
C: 0.209 0.477 -0.455  -0.023
C: 0.933 0.839 -1.771  -1.035
H: -1.243 0.374 1.818  0.249
H: 0.291 -0.565 2.163  0.315
H: -1.293 -1.197 2.819  0.204
H: -0.271 -1.595 -1.123  0.264
H: 0.188 1.311 0.360  0.188
H: 0.161 1.361 -2.458  0.234
H: 1.625 1.674 -1.501  0.294
H: 1.520 -0.007 -2.259  0.304
O: -0.967 -1.287 0.735  -0.359